No. 1
A 12-piece molecular cluster, C21H66N6O21 overall. Source: the OMol25 dataset; level of theory: the ωB97M-V functional and the def2-TZVPD basis.

Computed properties:
**Energy above the lowest of the compared OMol25 structures with the same formula, charge and spin**: 56.0 kJ/mol
**SMILES**: NC(N)=O.NC(N)=O.NC(N)=O.OCCO.OCCO.OCCO.OCCO.OCCO.OCCO.OCCO.OCCO.OCCO

```
! RIJCOSX wB97M-V def2-TZVPD def2/J DEFGRID3
* xyz 0 1
N 1.605 -3.673 -1.358
C 2.790 -3.485 -1.861
N 3.070 -2.603 -2.795
O 3.806 -4.027 -1.390
H 0.792 -3.368 -1.887
H 1.539 -4.496 -0.803
H 2.447 -2.240 -3.511
H 4.047 -2.725 -3.047
N 4.177 2.278 2.868
C 5.099 2.067 1.886
N 6.364 1.657 2.109
O 4.686 2.244 0.748
H 3.322 2.360 2.362
H 4.144 1.858 3.788
H 6.814 1.545 2.984
H 6.959 1.522 1.309
N -3.641 0.368 -2.679
C -3.913 0.365 -1.387
N -4.850 -0.404 -0.917
O -3.134 0.933 -0.634
H -4.222 0.015 -3.439
H -2.870 0.992 -2.821
H -4.826 -0.469 0.088
H -5.653 -0.586 -1.509
O -2.643 -6.327 2.104
C -2.866 -5.281 1.104
C -1.723 -4.275 1.102
O -0.471 -4.985 0.933
H -2.492 -5.893 2.952
H -3.099 -5.804 0.150
H -3.760 -4.688 1.383
H -1.858 -3.792 2.087
H -1.759 -3.451 0.399
H -0.577 -5.827 1.401
O 1.151 1.953 2.935
C 0.551 1.098 3.863
C -0.787 1.553 4.375
O -0.844 3.018 4.334
H 0.678 1.794 2.059
H 0.488 0.040 3.583
H 1.299 1.156 4.670
H -1.051 1.186 5.353
H -1.549 1.196 3.667
H 0.029 3.318 4.024
O 2.942 -2.787 1.738
C 2.814 -4.010 2.511
C 3.149 -5.264 1.673
O 4.421 -5.250 1.147
H 3.724 -2.867 1.190
H 3.519 -4.017 3.358
H 1.815 -4.030 2.916
H 2.412 -5.423 0.844
H 3.090 -6.102 2.376
H 4.367 -4.857 0.272
O -2.800 2.480 1.660
C -3.415 3.723 1.243
C -2.570 4.836 1.781
O -2.594 4.789 3.152
H -3.000 1.756 1.004
H -3.580 3.803 0.159
H -4.371 3.867 1.732
H -3.014 5.825 1.459
H -1.512 4.706 1.433
H -2.317 3.936 3.501
O 3.322 1.377 -3.849
C 2.960 2.045 -2.632
C 3.944 3.135 -2.225
O 3.935 3.898 -3.439
H 3.526 2.198 -4.358
H 2.024 2.584 -2.830
H 2.825 1.262 -1.897
H 4.957 2.821 -1.974
H 3.588 3.740 -1.397
H 4.399 4.715 -3.256
O -1.244 -1.464 2.516
C -2.429 -0.929 1.949
C -3.640 -1.363 2.754
O -4.818 -0.672 2.291
H -0.519 -1.265 1.870
H -2.396 0.160 1.918
H -2.554 -1.252 0.918
H -3.457 -1.195 3.807
H -3.785 -2.390 2.481
H -4.642 0.236 2.494
O -0.192 1.096 0.661
C 0.313 0.447 -0.502
C 1.351 -0.529 0.035
O 0.543 -1.544 0.657
H -1.019 1.554 0.514
H -0.478 -0.175 -0.966
H 0.806 1.139 -1.197
H 2.000 -0.055 0.772
H 2.069 -0.862 -0.713
H 1.237 -2.146 1.004
O -3.341 4.912 -2.929
C -1.998 4.861 -2.518
C -1.691 3.404 -2.262
O -1.857 2.655 -3.483
H -3.407 5.853 -3.191
H -1.444 5.312 -3.327
H -1.827 5.530 -1.644
H -2.389 2.976 -1.560
H -0.633 3.279 -1.957
H -2.637 3.061 -3.920
O 1.387 -0.616 -4.760
C 0.088 -0.184 -4.410
C -0.860 -1.344 -4.639
O -0.736 -2.251 -3.525
H 2.046 -0.007 -4.425
H -0.022 0.051 -3.330
H -0.249 0.699 -5.022
H -0.478 -1.763 -5.597
H -1.913 -1.118 -4.769
H -1.012 -3.110 -3.866
*
```

Results of the Löwdin charge analysis, in e, for atoms 1 through 99: N 0.223; C -0.719; N 0.186; O -0.016; H 0.108; H 0.086; H 0.090; H 0.125; N 0.161; C -0.682; N 0.168; O 0.002; H 0.064; H 0.104; H 0.088; H 0.108; N 0.198; C -0.713; N 0.203; O 0.001; H 0.127; H 0.069; H 0.088; H 0.124; O -0.080; C -0.216; C -0.225; O -0.080; H 0.086; H 0.129; H 0.110; H 0.101; H 0.114; H 0.077; O -0.100; C -0.261; C -0.174; O -0.091; H 0.088; H 0.114; H 0.122; H 0.115; H 0.094; H 0.088; O -0.083; C -0.182; C -0.279; O -0.054; H 0.079; H 0.118; H 0.108; H 0.110; H 0.119; H 0.036; O -0.109; C -0.222; C -0.300; O -0.062; H 0.035; H 0.108; H 0.116; H 0.138; H 0.128; H 0.048; O -0.079; C -0.227; C -0.209; O -0.087; H 0.097; H 0.117; H 0.103; H 0.116; H 0.116; H 0.090; O -0.095; C -0.270; C -0.193; O -0.061; H 0.038; H 0.076; H 0.109; H 0.126; H 0.098; H 0.069; O -0.070; C -0.190; C -0.192; O -0.096; H 0.057; H 0.127; H 0.093; H 0.123; H 0.107; H 0.073; O -0.073; C -0.257; C -0.207; O -0.101; H 0.109



No. 2
A 9-piece molecular cluster, C21H66O27P6 overall. Source: the OMol25 dataset; level of theory: the ωB97M-V functional and the def2-TZVPD basis.

Computed properties:
**Energy above the lowest of the compared OMol25 structures with the same formula, charge and spin**: 273.1 kJ/mol
**SMILES**: COP(=O)(OC)OC.COP(=O)(OC)OC.COP(=O)(OC)OC.COP(=O)(OC)OC.COP(=O)(OC)OC.COP(=O)(OC)OC.CO.CO.CO

```
! RIJCOSX wB97M-V def2-TZVPD def2/J DEFGRID3
* xyz 0 1
C 2.560 -3.153 1.608
O 3.518 -2.674 2.548
P 3.125 -2.765 4.111
O 1.821 -2.201 4.468
O 4.367 -1.958 4.758
C 4.612 -2.012 6.100
O 3.369 -4.314 4.568
C 4.490 -5.079 4.194
H 1.720 -3.742 1.976
H 2.966 -3.745 0.788
H 2.147 -2.225 1.213
H 4.199 -2.940 6.493
H 4.297 -1.069 6.548
H 5.697 -2.051 6.201
H 5.294 -4.539 3.695
H 4.191 -5.929 3.580
H 4.831 -5.458 5.158
C -0.858 1.560 2.904
O -1.644 2.533 2.308
P -2.575 3.447 3.221
O -3.170 2.803 4.425
O -1.602 4.691 3.584
C -0.428 4.491 4.350
O -3.620 4.106 2.175
C -4.554 3.286 1.530
H -0.917 0.718 2.214
H -1.106 1.205 3.904
H 0.153 1.959 2.820
H -0.396 3.539 4.881
H -0.396 5.200 5.177
H 0.447 4.606 3.710
H -5.101 2.702 2.270
H -3.921 2.658 0.904
H -5.308 3.819 0.951
C -5.638 -2.318 -4.085
O -4.438 -2.300 -3.324
P -4.352 -1.345 -2.066
O -4.616 0.063 -2.323
O -5.431 -1.960 -0.967
C -5.286 -3.235 -0.405
O -2.889 -1.648 -1.395
C -2.214 -0.526 -0.794
H -5.480 -2.306 -5.163
H -6.239 -1.422 -3.933
H -6.255 -3.203 -3.928
H -4.530 -3.846 -0.897
H -6.186 -3.836 -0.272
H -4.967 -3.061 0.623
H -1.426 -0.104 -1.418
H -1.693 -0.865 0.101
H -2.867 0.297 -0.502
C -2.509 3.397 -3.077
O -1.442 2.615 -3.730
P -1.588 1.907 -5.176
O -2.942 1.967 -5.793
O -0.384 2.631 -6.025
C -0.413 2.707 -7.411
O -0.939 0.431 -5.030
C 0.044 0.137 -4.058
H -2.813 2.919 -2.146
H -3.379 3.555 -3.714
H -2.147 4.396 -2.837
H -1.215 2.119 -7.858
H 0.507 2.343 -7.868
H -0.463 3.746 -7.739
H -0.181 -0.756 -3.474
H 0.261 0.973 -3.393
H 0.917 0.006 -4.697
C -4.937 -0.254 1.984
O -3.669 -0.653 2.518
P -3.419 -1.924 3.502
O -3.766 -3.253 2.953
O -1.843 -1.890 3.902
C -0.921 -2.310 2.871
O -4.215 -1.586 4.944
C -4.147 -0.264 5.488
H -5.194 0.704 2.437
H -5.684 -1.037 2.120
H -4.850 -0.075 0.913
H -0.090 -1.620 3.011
H -1.352 -2.052 1.904
H -0.493 -3.304 3.003
H -5.063 0.312 5.352
H -3.266 0.267 5.128
H -3.968 -0.507 6.536
C 5.028 -1.484 -5.598
O 3.869 -1.083 -4.858
P 3.918 -1.094 -3.218
O 2.586 -0.891 -2.575
O 4.667 -2.493 -2.887
C 3.895 -3.668 -3.135
O 5.021 0.036 -2.864
C 5.618 0.170 -1.611
H 4.916 -2.447 -6.096
H 5.941 -1.545 -5.006
H 5.268 -0.761 -6.378
H 4.397 -4.264 -3.897
H 2.893 -3.475 -3.519
H 3.753 -4.202 -2.195
H 5.788 1.218 -1.362
H 6.577 -0.344 -1.552
H 5.008 -0.246 -0.809
C 1.584 0.653 0.319
O 0.936 0.050 -0.698
H 1.077 1.550 0.674
H 1.599 -0.079 1.126
H 2.575 1.002 0.031
H 1.581 -0.231 -1.351
C 1.227 3.685 -1.749
O 0.534 4.887 -2.214
H 2.072 3.780 -1.067
H 0.454 3.010 -1.382
H 1.690 3.195 -2.605
H 0.235 5.461 -1.505
C 4.209 3.097 0.875
O 5.512 2.661 1.218
H 4.023 4.165 0.758
H 3.860 2.651 -0.057
H 3.488 2.751 1.616
H 6.063 2.782 0.440
*
```

Results of the Löwdin charge analysis, in e, for atoms 1 through 99: C -0.093; O -0.213; P 0.449; O -0.210; O -0.220; C -0.138; O -0.232; C -0.110; H 0.084; H 0.085; H 0.074; H 0.091; H 0.099; H 0.092; H 0.093; H 0.090; H 0.092; C -0.130; O -0.205; P 0.458; O -0.236; O -0.213; C -0.113; O -0.207; C -0.107; H 0.078; H 0.096; H 0.085; H 0.083; H 0.091; H 0.092; H 0.070; H 0.083; H 0.100; C -0.103; O -0.198; P 0.438; O -0.223; O -0.236; C -0.125; O -0.204; C -0.092; H 0.090; H 0.088; H 0.089; H 0.090; H 0.090; H 0.062; H 0.064; H 0.065; H 0.071; C -0.050; O -0.240; P 0.483; O -0.249; O -0.224; C -0.148; O -0.214; C -0.118; H 0.078; H 0.082; H 0.073; H 0.085; H 0.081; H 0.086; H 0.090; H 0.069; H 0.083; C -0.069; O -0.247; P 0.490; O -0.247; O -0.224; C -0.100; O -0.236; C -0.111; H 0.066; H 0.099; H 0.074; H 0.057; H 0.067; H 0.090; H 0.090; H 0.059; H 0.091; C -0.105; O -0.208; P 0.517; O -0.221; O -0.226; C -0.098; O -0.200; C -0.112; H 0.090; H 0.085; H 0.092; H 0.093; H 0.089; H 0.089



No. 3
C21H69N21O12Rb as an isolated structure. Source: the OMol25 dataset; level of theory: the ωB97M-V functional and the def2-TZVPD basis.

Computed properties:
**Energy above the lowest of the compared OMol25 structures with the same formula, charge and spin**: 0.0 kJ/mol

```
! RIJCOSX wB97M-V def2-TZVPD def2/J DEFGRID3
* xyz 1 1
Rb -1.029 0.520 -0.747
C 1.010 -1.351 4.831
C 0.525 -0.009 4.174
C 1.816 0.826 3.905
O 2.770 0.893 4.967
C 2.405 1.857 6.006
N -0.270 -0.236 3.019
H 0.207 -2.058 5.038
H 1.400 -1.238 5.843
H 1.725 -1.783 4.132
H -0.088 0.473 4.936
H 1.473 1.826 3.643
H 2.426 0.420 3.097
H 2.276 2.921 5.804
H 3.079 1.683 6.845
H 1.474 1.678 6.544
H 0.236 -0.849 2.396
H -0.565 0.588 2.515
C 6.582 3.366 2.762
C 5.201 2.690 2.669
C 4.591 3.190 1.304
O 3.261 2.816 1.413
C 2.487 2.993 0.211
N 5.219 1.260 2.555
H 7.110 3.056 3.664
H 6.348 4.425 2.866
H 7.333 3.370 1.972
H 4.479 2.922 3.452
H 5.065 2.908 0.363
H 4.591 4.279 1.296
H 2.884 2.336 -0.562
H 2.382 4.052 -0.025
H 1.484 2.584 0.341
H 4.296 1.052 2.200
H 5.280 0.843 3.473
C -2.201 0.799 -5.547
C -1.789 -0.399 -4.664
C -2.916 -0.897 -3.851
O -3.271 0.052 -2.846
C -4.416 -0.339 -2.204
N -1.166 -1.445 -5.514
H -1.492 1.176 -6.284
H -2.388 1.665 -4.912
H -3.129 0.617 -6.090
H -1.011 -0.190 -3.930
H -2.565 -1.862 -3.485
H -3.678 -1.079 -4.608
H -4.333 -1.295 -1.685
H -5.282 -0.178 -2.846
H -4.694 0.305 -1.370
H -1.925 -1.757 -6.103
H -0.925 -2.275 -4.992
C 3.664 0.456 -3.339
O 4.306 1.326 -2.735
N 4.078 -0.756 -3.652
N 2.363 0.535 -3.526
H 3.572 -1.294 -4.341
H 4.996 -1.087 -3.392
H 1.793 -0.273 -3.737
H 1.961 1.416 -3.241
C -2.752 -5.375 -1.071
O -2.118 -6.362 -1.488
N -3.952 -5.247 -0.574
N -2.266 -4.210 -1.361
H -4.185 -4.336 -0.204
H -4.456 -6.115 -0.458
H -2.495 -3.421 -0.774
H -1.335 -4.221 -1.754
C -2.776 1.929 2.367
O -1.658 1.971 1.995
N -3.140 1.106 3.325
N -3.711 2.633 1.802
H -4.077 1.102 3.702
H -2.340 0.508 3.475
H -3.468 3.130 0.956
H -4.692 2.497 2.001
C 0.905 -2.551 -2.392
O 0.026 -1.728 -2.591
N 0.879 -3.436 -1.408
N 1.756 -2.978 -3.309
H 0.257 -3.205 -0.646
H 1.704 -4.018 -1.385
H 1.896 -2.488 -4.181
H 2.395 -3.702 -3.014
C 0.543 3.601 -2.495
O 0.111 2.507 -2.484
N 0.049 4.615 -1.888
N 1.663 4.039 -3.071
H -0.760 4.295 -1.376
H 0.622 5.437 -1.764
H 1.656 5.046 -3.149
H 2.166 3.423 -3.693
C 2.360 -1.156 0.470
O 1.393 -0.379 0.498
N 3.404 -1.015 -0.248
N 2.567 -2.186 1.307
H 3.480 -0.357 -1.011
H 4.316 -1.388 -0.028
H 1.640 -2.481 1.582
H 3.345 -2.805 1.133
C -0.525 -4.400 2.119
O -0.282 -3.678 1.141
N 0.434 -5.053 2.717
N -1.682 -4.731 2.463
H 1.393 -5.057 2.401
H 0.168 -5.793 3.351
H -1.902 -5.321 3.253
H -2.529 -4.379 2.040
C -4.275 -1.830 1.192
O -4.143 -2.798 0.490
N -3.417 -1.502 2.150
N -5.258 -1.013 0.956
H -2.512 -1.936 2.265
H -3.555 -0.628 2.636
H -5.799 -1.383 0.188
H -5.381 -0.070 1.297
C -3.246 3.341 -1.646
O -2.727 2.683 -0.792
N -3.542 4.588 -1.353
N -3.747 2.943 -2.780
H -3.293 5.085 -0.511
H -4.056 5.109 -2.049
H -3.930 1.967 -2.965
H -4.160 3.651 -3.370
*
```

Results of the Löwdin charge analysis, in e, for atoms 1 through 99: Rb 0.859; C -0.040; C -0.409; C -0.187; O -0.188; C -0.089; N 0.060; H 0.064; H 0.075; H 0.066; H 0.127; H 0.124; H 0.105; H 0.085; H 0.085; H 0.071; H 0.044; H 0.022; C -0.062; C -0.407; C -0.213; O -0.213; C -0.067; N 0.041; H 0.069; H 0.069; H 0.079; H 0.135; H 0.134; H 0.117; H 0.078; H 0.085; H 0.074; H 0.037; H 0.073; C -0.031; C -0.445; C -0.207; O -0.235; C -0.141; N 0.061; H 0.080; H 0.056; H 0.080; H 0.100; H 0.125; H 0.138; H 0.088; H 0.109; H 0.075; H 0.070; H 0.055; C -0.745; O 0.015; N 0.159; N 0.197; H 0.094; H 0.123; H 0.085; H 0.071; C -0.765; O -0.004; N 0.172; N 0.160; H 0.042; H 0.123; H 0.077; H 0.088; C -0.795; O 0.029; N 0.162; N 0.198; H 0.132; H 0.087; H 0.076; H 0.115; C -0.718; O -0.024; N 0.185; N 0.177; H 0.067; H 0.120; H 0.104; H 0.116; C -0.816; O -0.006; N 0.189; N 0.184; H 0.108; H 0.129; H 0.113; H 0.112; C -0.737; O -0.084; N 0.208; N 0.178; H 0.093; H 0.132; H 0.069



no.,calculated total energy (eV),HOMO energy (eV),orbital gap (eV)
1,-74784.53903,-9.4,9.53
2,-133872.84495,-9.9,10.11
3,-79414.28885,-10.3,8.05